{"formula": "C2H8OS", "method": "wB97M-V/def2-TZVPD", "species": ["C", "C", "O", "H", "H", "H", "H", "H", "H", "S", "H", "H"], "coordinates": [[1.2080, -2.5890, -0.2164], [-0.1799, -2.0657, 0.0888], [-0.5641, -0.9916, -0.7852], [1.8922, -1.7561, -0.0435], [1.4605, -3.3518, 0.5227], [1.2922, -2.9914, -1.2234], [-0.1558, -1.6190, 1.0872], [-0.9703, -2.8125, 0.0344], [0.1364, -0.7806, -1.3841], [-0.2857, 2.6821, 0.5208], [-0.2840, 4.0193, 0.7317], [-0.7294, 2.7840, -0.7433]], "lowdin_charge": [-0.095, -0.309, -0.097, 0.078, 0.076, 0.076, 0.107, 0.107, 0.055, 0.448, -0.223, -0.223], "smiles": "CCO.S", "energy_ha": -554.3970, "multiplicity": 1, "charge": 0, "relative_energy_kcal_mol": 13.10, "lumo_energy_ev": 0.8927}